{"formula": "C20H16N5PdSe", "method": "ωB97M-V/def2-TZVPD", "e_lumo_ev": 2.7005, "charge": -1, "homo_energy_ev": -2.143, "symbols": ["Pd", "N", "C", "N", "C", "N", "N", "C", "C", "C", "C", "C", "C", "N", "C", "C", "C", "C", "C", "C", "H", "H", "H", "H", "H", "H", "H", "H", "H", "H", "H", "Se", "C", "C", "C", "C", "C", "C", "H", "H", "H", "H", "H"], "positions_angstrom": [[-0.482750, 0.591742, 0.171031], [-0.092845, -1.111930, -3.746541], [-0.516153, -0.874660, -2.478512], [-0.064102, 0.074788, -1.754442], [0.952237, 0.949453, -2.271202], [1.436586, 1.852249, -1.471376], [0.929801, 1.841795, -0.284847], [1.334706, 2.675419, 0.771737], [0.653334, 2.470999, 1.950986], [0.852590, 3.196960, 3.184696], [0.123839, 2.899588, 4.287082], [-0.883056, 1.878928, 4.247688], [-1.074499, 1.230280, 3.061678], [-0.353331, 1.487230, 1.957839], [1.381207, 0.785798, -3.638674], [2.310398, 1.612796, -4.276023], [2.683477, 1.391142, -5.594923], [2.135912, 0.342724, -6.318912], [1.203339, -0.490568, -5.703757], [0.837808, -0.269087, -4.390880], [-0.522117, -1.854436, -4.265800], [-1.265016, -1.536664, -2.058997], [2.118834, 3.400746, 0.612157], [1.595145, 3.985665, 3.195819], [0.287206, 3.458478, 5.202036], [-1.493103, 1.636019, 5.105598], [-1.861589, 0.484718, 2.942871], [2.734674, 2.430996, -3.709077], [3.409630, 2.047654, -6.059077], [2.424044, 0.167580, -7.347464], [0.763449, -1.319974, -6.248489], [-2.401325, -0.975501, 0.437268], [-2.039136, -2.140688, 1.880574], [-2.977210, -3.103601, 2.261911], [-2.717755, -3.951551, 3.327937], [-1.525443, -3.852374, 4.039725], [-0.593401, -2.892727, 3.666952], [-0.841896, -2.045047, 2.594834], [-3.911215, -3.174845, 1.717903], [-3.457189, -4.692563, 3.611635], [-1.329606, -4.512143, 4.876463], [0.338875, -2.798296, 4.212275], [-0.104358, -1.297094, 2.300296]], "forces_ev_per_angstrom": [[-0.12, -0.30, -0.17], [0.01, 0.02, -0.04], [-0.02, -0.11, 0.00], [0.04, 0.09, -0.05], [-0.15, -0.37, -0.59], [0.34, 0.30, 0.25], [0.05, 0.49, 0.89], [-0.40, -0.32, 0.22], [0.13, 0.18, -0.37], [0.01, -0.07, -0.06], [-0.14, -0.10, -0.07], [0.15, 0.15, 0.05], [-0.14, 0.16, 0.05], [-0.01, -0.21, -0.26], [-0.04, 0.06, 0.06], [0.02, 0.01, 0.01], [-0.01, -0.02, -0.01], [0.02, 0.02, 0.00], [-0.01, 0.00, 0.02], [0.01, -0.07, -0.08], [-0.01, -0.03, -0.01], [-0.04, -0.01, -0.01], [0.01, 0.00, 0.05], [0.01, -0.02, 0.04], [0.01, -0.01, 0.01], [0.03, 0.03, 0.01], [0.26, 0.14, 0.02], [-0.01, -0.02, -0.01], [-0.01, -0.01, 0.00], [0.00, 0.01, 0.02], [0.00, 0.01, 0.01], [-0.26, 0.21, -0.27], [0.29, 0.03, 0.14], [0.14, 0.04, 0.07], [0.03, -0.01, 0.05], [-0.08, -0.01, -0.04], [0.00, 0.04, -0.07], [0.11, -0.09, 0.06], [0.00, -0.02, 0.00], [0.01, 0.00, 0.00], [-0.01, 0.00, -0.01], [-0.02, -0.01, 0.00], [-0.19, -0.20, 0.08]], "nbo_charge": [0.69, -0.59, 0.31, -0.51, 0.10, -0.21, -0.34, -0.20, 0.10, -0.26, -0.19, -0.41, 0.08, -0.57, 0.01, -0.22, -0.22, -0.26, -0.24, 0.11, 0.40, 0.23, 0.19, 0.20, 0.19, 0.20, 0.21, 0.23, 0.20, 0.20, 0.20, -0.30, -0.19, -0.26, -0.21, -0.26, -0.23, -0.19, 0.21, 0.20, 0.20, 0.20, 0.22]}

---

{"formula": "C35H36BrInN6O4", "method": "ωB97M-V/def2-TZVPD", "e_lumo_ev": -6.7896, "charge": 2, "homo_energy_ev": -13.181, "symbols": ["In", "O", "C", "C", "C", "C", "C", "C", "C", "O", "N", "N", "C", "C", "Br", "C", "C", "C", "C", "C", "C", "C", "H", "H", "H", "H", "H", "H", "H", "H", "H", "H", "H", "H", "H", "H", "O", "C", "O", "C", "C", "C", "C", "C", "C", "N", "C", "C", "C", "C", "C", "C", "N", "H", "H", "H", "H", "H", "H", "H", "H", "H", "H", "C", "C", "N", "C", "C", "N", "C", "C", "H", "H", "H", "H", "H", "H", "H", "H", "H", "H", "H", "H"], "positions_angstrom": [[-0.246760, -0.065036, -0.002486], [-0.699505, -5.213220, -0.563022], [-1.712844, -5.059918, 0.338806], [-2.632899, -6.066821, 0.603146], [-3.679480, -5.836438, 1.481293], [-3.805458, -4.604131, 2.113306], [-2.874256, -3.607909, 1.861122], [-1.826257, -3.824671, 0.975659], [-0.892260, -2.710023, 0.577363], [-1.449464, -1.464640, 0.841416], [0.431083, -2.830895, 1.213982], [1.104955, -1.684865, 1.266303], [2.197273, -1.537238, 1.907492], [2.848711, -0.251985, 2.029943], [1.661513, 1.257471, 1.740963], [4.091482, 0.035877, 2.421028], [5.184394, -0.908070, 2.650666], [6.198093, -0.514584, 3.531142], [7.280540, -1.339115, 3.776245], [7.375919, -2.567477, 3.135313], [6.384819, -2.962841, 2.246654], [5.299353, -2.140825, 2.000127], [-0.723509, -6.105007, -0.929723], [-2.532215, -7.029390, 0.113720], [-4.404200, -6.618840, 1.662940], [-4.622082, -4.425209, 2.800147], [-2.955281, -2.641152, 2.340108], [-0.701804, -2.849794, -0.497084], [0.588080, -3.533258, 1.924682], [2.668487, -2.367154, 2.431334], [4.340819, 1.075626, 2.603861], [6.122091, 0.439495, 4.039063], [8.056025, -1.020217, 4.459122], [8.226801, -3.210279, 3.315148], [6.467710, -3.912442, 1.735311], [4.572406, -2.434266, 1.253133], [-6.155411, -4.689119, -0.873759], [-5.611968, -4.419933, -2.070876], [-6.031894, -4.903273, -3.077861], [-4.437250, -3.478433, -2.076185], [-4.373338, -2.368919, -1.243374], [-3.275258, -1.529863, -1.297134], [-2.226626, -1.797438, -2.167893], [-2.313069, -2.888991, -3.033263], [-3.417681, -3.714656, -2.991074], [-1.056397, -0.988079, -2.103509], [-0.268565, -0.849679, -3.083482], [0.959115, -0.061335, -2.957075], [1.713240, 0.219586, -4.081683], [2.875057, 0.968033, -3.951084], [3.241501, 1.412172, -2.693922], [2.424218, 1.108575, -1.614961], [1.309622, 0.386496, -1.740035], [-5.672968, -4.289434, -0.137794], [-5.181403, -2.144853, -0.558016], [-3.220401, -0.677284, -0.638306], [-1.499434, -3.125918, -3.707284], [-3.500689, -4.566973, -3.652293], [-0.476408, -1.275117, -4.063951], [1.384105, -0.129573, -5.051509], [3.478802, 1.203455, -4.817161], [4.144149, 1.985685, -2.539498], [2.668810, 1.463572, -0.625214], [-0.503543, 3.143643, 0.026684], [-1.332182, 4.444914, -0.191170], [-2.690196, 4.101068, -0.582119], [-2.669649, 3.340084, -1.820913], [-1.901950, 2.007204, -1.597180], [-1.385378, 1.968719, -0.199352], [-2.526133, 2.034595, 0.756481], [-3.340845, 3.330655, 0.470907], [-0.117275, 3.101414, 1.044537], [0.337539, 3.089543, -0.667345], [-0.884718, 5.055174, -0.974459], [-1.366732, 5.036241, 0.722588], [-2.185073, 3.939290, -2.590970], [-3.693174, 3.144602, -2.137254], [-1.055475, 1.922127, -2.280714], [-2.555715, 1.150274, -1.749852], [-2.123594, 2.033670, 1.769848], [-3.144633, 1.145195, 0.635733], [-3.409318, 3.946141, 1.366549], [-4.353070, 3.088497, 0.150569]], "forces_ev_per_angstrom": [[0.06, -0.05, -0.39], [0.06, -0.02, 0.05], [-0.17, 0.00, 0.04], [0.02, -0.08, -0.06], [0.01, 0.07, -0.03], [-0.04, 0.01, 0.02], [0.04, -0.03, 0.01], [0.12, 0.04, -0.02], [-0.16, -0.26, -0.15], [0.15, 0.55, 0.04], [0.02, -0.15, 0.04], [-0.03, 0.30, -0.43], [0.12, -0.19, 0.10], [-0.16, 0.18, -0.08], [-0.06, -0.08, 0.15], [0.07, 0.02, -0.02], [0.14, -0.04, 0.04], [-0.07, 0.02, 0.03], [0.03, -0.03, 0.01], [-0.06, 0.03, 0.00], [0.02, -0.06, 0.02], [-0.06, 0.07, -0.07], [0.00, 0.02, 0.01], [-0.02, 0.01, -0.02], [0.02, -0.02, 0.02], [0.03, -0.01, 0.03], [-0.03, 0.00, -0.03], [-0.03, 0.12, -0.01], [-0.03, 0.10, 0.09], [-0.07, 0.00, 0.05], [-0.04, 0.00, 0.00], [0.03, 0.01, -0.03], [-0.01, -0.01, 0.01], [0.00, 0.01, 0.01], [0.00, 0.02, -0.02], [0.01, -0.02, 0.00], [-0.23, -0.03, 0.07], [0.14, 0.08, 0.03], [0.01, -0.08, 0.03], [-0.05, 0.10, 0.03], [-0.01, -0.03, -0.08], [0.06, 0.15, -0.02], [-0.23, -0.20, -0.19], [0.19, 0.00, 0.04], [-0.03, -0.07, -0.04], [0.03, 0.19, 0.63], [-0.16, -0.05, -0.27], [0.23, 0.11, -0.09], [-0.03, 0.00, -0.05], [0.05, 0.05, 0.02], [-0.03, -0.05, -0.04], [0.04, 0.01, -0.08], [-0.33, -0.01, 0.54], [0.14, -0.04, -0.09], [0.01, 0.01, 0.00], [-0.04, -0.04, 0.04], [0.00, -0.05, 0.03], [0.01, 0.02, -0.02], [-0.02, 0.01, 0.01], [0.01, -0.06, 0.02], [0.00, -0.02, -0.01], [-0.02, 0.02, 0.01], [0.02, -0.05, 0.00], [-0.03, 0.38, -0.06], [-0.06, -0.19, -0.01], [-0.13, 0.17, 0.01], [0.11, -0.06, 0.16], [-0.23, 0.30, -0.21], [0.63, -0.98, 0.07], [-0.31, 0.18, 0.09], [0.19, -0.03, -0.08], [-0.06, -0.04, 0.00], [-0.01, -0.09, 0.00], [0.01, 0.03, 0.02], [0.01, 0.01, 0.00], [-0.03, 0.00, -0.02], [0.00, 0.01, -0.01], [0.04, -0.04, 0.06], [0.04, -0.03, 0.05], [0.07, -0.07, -0.02], [0.10, -0.07, -0.01], [-0.02, -0.01, 0.01], [-0.01, 0.00, 0.01]], "lowdin_charge": [0.92, 0.06, -0.27, 0.00, -0.06, -0.08, -0.02, -0.11, -0.41, -0.25, 0.05, -0.06, -0.16, -0.53, 0.96, -0.07, -0.22, -0.02, -0.05, -0.05, -0.06, -0.04, 0.12, 0.13, 0.12, 0.11, 0.12, 0.12, 0.17, 0.15, 0.12, 0.12, 0.12, 0.12, 0.11, 0.11, 0.14, -0.48, 0.16, -0.11, 0.02, -0.02, -0.25, 0.01, 0.02, 0.06, -0.04, -0.24, 0.03, 0.01, 0.00, -0.11, 0.05, 0.09, 0.14, 0.09, 0.12, 0.14, 0.15, 0.14, 0.13, 0.13, 0.06, -0.17, -0.12, -0.15, -0.12, -0.13, -0.22, -0.11, -0.12, 0.06, 0.11, 0.13, 0.13, 0.13, 0.13, 0.11, 0.10, 0.13, 0.11, 0.13, 0.13]}

---

One value per record, in order, for energy relative to the best compared isomer or geometry (same formula, charge and spin): 0.0000; 0.0000 eV.